[1]
{
  "formula": "C11H20N4PRh",
  "method": "the ωB97M-V functional and the def2-TZVPD basis",
  "s_squared": 6.0175,
  "lumo_ev": [0.54, -0.56],
  "spin_multiplicity": 5,
  "homo_energy_ha": [-0.1451, -0.3185],
  "elements": ["Rh", "P", "N", "N", "N", "N", "C", "C", "C", "C", "C", "C", "C", "C", "C", "C", "C", "H", "H", "H", "H", "H", "H", "H", "H", "H", "H", "H", "H", "H", "H", "H", "H", "H", "H", "H", "H"],
  "coordinates": [[-0.92744, 1.43453, 0.63443], [1.11902, 2.04152, 1.52026], [0.12595, -0.27827, -0.28901], [0.03486, -2.37556, -1.55031], [1.63808, -2.10939, 0.29575], [1.96039, -0.84541, -1.79590], [2.62983, -1.57382, -0.68091], [-3.18133, 1.03114, 0.63534], [-2.42026, 3.31509, 1.03984], [-2.22413, 0.38971, 1.44968], [-3.32981, 2.42189, 0.52746], [1.16404, 0.24484, -1.23350], [-1.26132, 2.92821, 1.63664], [0.75740, -3.05068, -0.43382], [0.82417, -1.01696, 0.81092], [1.04459, -1.79571, -2.47782], [-0.75658, -1.25287, -0.99052], [2.24117, 2.37493, 0.69576], [-2.59650, 4.38565, 0.98857], [1.50271, -0.33587, 1.34647], [1.58994, 1.17010, 2.54621], [1.41640, -3.81596, -0.86816], [-4.20821, 2.83824, 0.02568], [0.51470, -1.26208, -3.28684], [-2.25266, -0.59749, 1.97019], [1.84633, 0.91537, -0.68627], [-0.68089, 3.61576, 2.23597], [-3.91233, 0.43767, 0.07098], [-1.49739, -1.64714, -0.28359], [3.13186, -2.44349, -1.12904], [1.21396, 3.18496, 2.34495], [0.02827, -3.48449, 0.27318], [1.67572, -2.61633, -2.84913], [-1.27544, -0.74279, -1.81388], [0.66094, 0.80673, -2.03527], [3.33115, -0.89732, -0.16081], [0.07280, -1.39474, 1.51650]],
  "forces_ev_per_angstrom": [[4.9679, -0.5306, -2.6309], [0.3676, 1.3513, 0.2537], [-0.0031, -0.5353, 0.2223], [0.3194, 0.4988, 0.3483], [-0.0619, -0.0696, -0.5457], [-0.2932, -0.2641, 0.3087], [-0.9118, -0.0185, -0.1136], [-1.7739, -0.7188, -0.9950], [-1.6652, 1.6320, 0.2905], [-1.9851, -2.1672, 2.4484], [-1.7941, 0.0875, -0.2880], [0.1596, -0.4640, -0.0394], [0.6110, 1.9036, 3.0133], [0.1336, 0.5800, -0.3252], [0.4881, -0.1594, -0.2350], [0.0789, -0.0725, 0.6550], [0.5157, -0.5449, -0.4456], [0.4492, -0.4903, 0.6695], [-0.0731, 0.0170, -0.4707], [-0.3659, -0.3574, -0.3114], [0.4389, 0.0709, -0.5500], [-0.4250, -0.0357, 0.1782], [0.2905, -0.3269, -0.0271], [0.3183, -0.3493, 0.2375], [-0.0091, 1.0241, -0.5886], [-0.3967, -0.2750, -0.2962], [-0.1017, -0.1657, -0.0968], [0.2895, 0.0455, -0.0149], [0.2055, 0.2375, -0.0984], [0.1859, 0.3917, 0.2714], [-0.0487, -0.1774, -0.2744], [0.3139, 0.1089, -0.3775], [-0.3657, 0.2377, -0.2046], [0.1127, -0.0416, 0.2768], [0.1329, -0.1815, 0.2453], [-0.2360, -0.3415, -0.2751], [0.1312, 0.1008, -0.2148]]
}

=====

[2]
{
  "formula": "C6H4S",
  "method": "the ωB97M-V functional and the def2-TZVPD basis",
  "lumo_ev": [-0.72, -0.73],
  "de_lowest_kj_mol": 246.87,
  "homo_energy_ha": [-0.3003, -0.2986],
  "elements": ["S", "C", "C", "C", "C", "C", "C", "H", "H", "H", "H"],
  "coordinates": [[0.41022, -1.55840, 1.64097], [-0.73795, -0.29027, 1.61014], [-0.64653, 0.23996, -0.71504], [-1.03273, 0.53605, 0.54259], [0.16347, -0.57333, -1.28614], [1.66909, -1.06368, 0.63501], [1.60424, -0.64824, -0.58075], [-1.35109, -0.04264, 2.50055], [-1.64508, 1.37951, 0.59560], [2.25746, -0.25079, -1.24887], [0.24610, -1.17563, -2.12962]],
  "forces_ev_per_angstrom": [[-0.5249, 1.0301, 0.6461], [-1.2292, -0.1695, 0.6250], [0.8379, -1.7047, -0.5115], [0.3009, -0.2091, -0.4292], [1.1911, 0.5289, 0.8528], [-0.2970, -0.7715, -0.0212], [-2.1162, 0.3311, 0.5398], [0.9326, -0.6296, -0.1163], [-0.7209, 1.4303, 1.0426], [2.4707, 1.0677, -1.2401], [-0.8448, -0.9037, -1.3880]]
}

=====

[3]
{
  "formula": "C4H4Cl2",
  "method": "the ωB97M-V functional and the def2-TZVPD basis",
  "smiles": "C=C(Cl)C(=C)Cl",
  "lumo_ev": 0.79,
  "de_lowest_kj_mol": 115.26,
  "homo_energy_ha": -0.3539,
  "elements": ["Cl", "Cl", "C", "C", "C", "C", "H", "H", "H", "H"],
  "coordinates": [[2.10851, -0.28591, 0.07513], [-2.14028, 0.31931, 0.09604], [0.63655, 0.50840, 0.01949], [-0.73141, -0.56050, 0.04218], [0.53215, 1.81676, -0.08749], [-0.48749, -1.85066, 0.05698], [-0.56812, 2.26812, -0.00601], [0.59925, -2.15314, -0.15165], [-1.30322, -2.58831, -0.08232], [1.35405, 2.52592, 0.03764]],
  "forces_ev_per_angstrom": [[1.3475, -0.5299, 0.0730], [-1.5340, 0.0882, 0.0623], [-3.4537, -1.6373, -0.2789], [4.6322, 2.4987, 0.1759], [-2.8330, 1.4908, 1.1278], [0.5725, -1.1859, -1.4998], [2.6845, -0.9788, -0.4633], [-1.9512, 0.2380, 0.7150], [0.6996, 0.4844, 0.4808], [-0.1645, -0.4681, -0.3929]]
}

=====

[4]
{
  "formula": "C5H13AuO3",
  "method": "the ωB97M-V functional and the def2-TZVPD basis",
  "s_squared": 2.0259,
  "lumo_ev": [-8.55, -12.64],
  "charge": 2,
  "de_lowest_kj_mol": 166.69,
  "spin_multiplicity": 3,
  "homo_energy_ha": [-0.5560, -0.6484],
  "elements": ["Au", "O", "O", "O", "C", "C", "C", "C", "C", "H", "H", "H", "H", "H", "H", "H", "H", "H", "H", "H", "H", "H"],
  "coordinates": [[1.00584, -0.53117, 1.77276], [2.72213, -0.51806, 0.83257], [-2.19787, 1.59063, -0.55413], [0.14173, 0.17705, -0.55597], [1.26991, -0.61203, -0.50467], [-3.28958, 2.34404, -0.09021], [-2.18643, 0.27421, -0.06514], [-1.07992, -0.51208, -0.71962], [3.78992, -1.42435, 0.53690], [2.87240, 0.39183, 1.16332], [-1.02742, -1.50579, -0.23982], [-4.24599, 1.90246, -0.42012], [4.66341, -1.11451, 1.11618], [-1.28677, -0.64524, -1.79607], [-3.29120, 2.40973, 1.01176], [-3.14724, -0.22750, -0.28334], [-2.04123, 0.27039, 1.03067], [-3.20146, 3.35379, -0.50807], [3.49345, -2.43604, 0.82846], [1.17040, -1.65567, -0.84686], [3.87972, -1.44320, -0.55492], [1.98620, -0.08848, -1.15370]],
  "forces_ev_per_angstrom": [[-4.0468, -1.0501, 2.7163], [4.0175, 0.8337, 0.0401], [-0.8200, -0.1042, 0.6118], [-0.2656, -0.0446, -1.1307], [-2.1006, 1.0365, -2.5479], [-0.1339, 1.7530, -0.4436], [0.5811, -1.3490, -0.2617], [-0.2735, -0.5390, -0.3787], [0.9391, -0.7983, -0.0754], [1.4944, -0.2276, -0.6555], [-0.1923, 0.2506, -0.1307], [0.1548, -0.2983, 0.1084], [0.0661, -0.1706, -0.5636], [0.1227, 0.0144, 0.3676], [0.0272, -0.3750, -0.0657], [-0.0403, 0.3816, 0.2157], [-0.2445, 0.4337, -0.0876], [0.0760, -0.3543, 0.0538], [-0.0944, 0.3194, 0.2681], [-0.0960, 0.1691, 0.7480], [0.6000, 0.3003, 0.2783], [0.2288, -0.1814, 0.9333]]
}

=====

[5]
{
  "formula": "C10H10ClF5OTcTe",
  "method": "the ωB97M-V functional and the def2-TZVPD basis",
  "s_squared": 3.7870,
  "lumo_ev": [-1.78, -2.10],
  "spin_multiplicity": 4,
  "homo_energy_ha": [-0.2934, -0.2940],
  "elements": ["Te", "Tc", "Cl", "F", "F", "F", "F", "F", "O", "C", "C", "C", "C", "C", "C", "C", "C", "C", "C", "H", "H", "H", "H", "H", "H", "H", "H", "H", "H"],
  "coordinates": [[-0.10626, 0.94963, 3.43747], [-0.47943, -0.22696, 0.12413], [0.01978, -2.24629, 0.96036], [1.14832, 2.37977, 3.48988], [-1.59365, 2.13359, 3.44800], [-0.17376, 0.87397, 5.35386], [1.34796, -0.27339, 3.39287], [-1.30704, -0.52190, 3.35121], [-0.13139, 1.04261, 1.53062], [2.17812, 1.41228, -0.26379], [-2.48397, -0.96804, -0.08720], [-1.48053, 0.13519, -1.87770], [1.50030, 1.11992, -1.48751], [-2.51644, 0.45276, 0.18442], [2.71089, 0.19049, 0.25595], [1.60699, -0.30803, -1.71837], [-1.79914, -1.15268, -1.34672], [2.40582, -0.85586, -0.65714], [-1.90139, 1.12484, -0.93407], [-2.96022, -1.73829, 0.50950], [-1.63901, -2.10743, -1.84139], [1.08640, 1.85482, -2.17979], [-1.83895, 2.20076, -1.06489], [-3.02086, 0.91938, 1.02004], [1.26707, -0.84894, -2.60289], [2.32232, 2.40373, 0.16658], [2.75216, -1.88621, -0.59441], [3.28024, 0.09043, 1.17243], [-1.06263, 0.32864, -2.85664]],
  "forces_ev_per_angstrom": [[0.1288, -0.3502, -1.6366], [2.4756, 0.0178, -1.6172], [0.2482, -0.9765, 0.6593], [-1.1065, -0.9967, 0.3667], [0.9759, -0.6081, 0.4765], [0.1614, 0.1501, -2.1202], [-0.9492, 0.8602, 0.5377], [0.5362, 0.8526, 0.6023], [0.6182, 0.9257, 3.0070], [-0.3550, -0.3657, -1.1915], [-0.4671, 0.8167, -0.6548], [-0.5779, -0.1659, 0.4590], [0.4827, 0.5979, 1.6161], [-0.7454, -0.5621, -1.3196], [-0.2366, 0.0785, -1.0395], [0.4145, -0.7308, 1.2142], [-1.1635, 0.1498, -0.2278], [-0.5755, 0.6617, -0.4562], [-0.8136, -0.2734, 0.0452], [0.4370, 0.1499, 0.0300], [0.1448, 0.2930, 0.2583], [0.0443, -0.2879, 0.3068], [0.2468, -0.2833, 0.1517], [0.3842, -0.0520, 0.0633], [0.1758, 0.2185, 0.3023], [-0.2370, -0.4060, -0.0923], [-0.3577, 0.3201, 0.1108], [-0.1210, -0.0109, -0.1333], [0.2317, -0.0231, 0.2817]]
}

=====

[6]
{
  "formula": "C3H9NO2S2",
  "method": "the ωB97M-V functional and the def2-TZVPD basis",
  "lumo_ev": 0.18,
  "de_lowest_kj_mol": 320.02,
  "homo_energy_ha": -0.3104,
  "elements": ["S", "S", "O", "O", "N", "C", "C", "C", "H", "H", "H", "H", "H", "H", "H", "H", "H"],
  "coordinates": [[1.89451, 0.82154, -0.43593], [0.33036, 2.20907, -0.92388], [2.30812, 0.94842, 0.94921], [-2.66988, 0.28869, -0.04620], [-0.12126, -0.68927, 0.71594], [0.66764, -0.67667, -0.42163], [-2.71700, 1.41985, 0.32618], [1.63087, -1.83569, -0.63107], [0.01594, -0.48541, -1.21262], [0.05409, -1.41821, 1.36016], [1.66412, -2.45756, 0.22962], [-0.25508, 2.08611, 0.38684], [-3.21902, 2.24971, -0.26236], [-2.46249, 1.65209, 1.36411], [1.20004, -2.52861, -1.29292], [2.61631, -1.47391, -0.88012], [-0.93727, -0.11014, 0.77468]],
  "forces_ev_per_angstrom": [[-1.2519, -0.2224, -1.1217], [-0.4568, 0.2978, 1.9251], [0.4829, 0.3862, 1.1515], [0.0146, -0.4936, -0.6650], [0.7465, -0.1340, 0.2825], [1.0739, 0.4182, 0.6399], [-1.6552, 0.9122, 0.1053], [-0.9425, 0.4657, 0.8416], [-0.4835, 0.3300, -1.9777], [-0.0857, -0.1461, 0.8328], [0.4912, -0.1528, 1.3294], [0.8651, 0.1422, -1.7456], [0.7090, -0.6069, 0.2131], [0.4442, 0.4223, 0.2628], [-0.1639, -0.6253, -1.6866], [0.2675, -0.3918, -0.3566], [-0.0554, -0.6016, -0.0307]]
}